Molecular formula: C6H16
Method: DFT, ωB97M-V with the def2-TZVPD basis set

```
22
Properties=species:S:1:pos:R:3:forces:R:3:lowdin_charge:R:1
C 0.55110 -0.08456 -1.25603 -0.884 -1.769 1.432 -0.493
C -0.05767 1.18924 -1.73765 1.169 0.655 0.065 -0.094
C -0.43562 -1.27168 -1.42003 -0.088 -0.948 -0.431 -0.095
C 1.77026 -0.45098 -2.02695 2.128 0.074 -0.738 -0.128
H 0.79717 -0.09606 -0.11906 -0.246 0.358 -1.912 0.138
H 0.48247 2.09208 -1.55270 0.969 0.539 0.979 0.071
H -1.02196 1.41736 -1.40679 -1.742 -0.132 0.431 0.061
H 0.10459 -2.24097 -1.32849 -0.160 0.599 -0.165 0.080
H -1.14688 -1.30734 -0.62450 -0.639 0.218 0.703 0.037
H -1.06463 -1.35301 -2.34865 0.941 0.544 0.482 0.095
H 2.49226 0.38235 -2.03815 -0.041 -0.243 0.099 0.082
H 2.28033 -1.32376 -1.60472 -0.039 0.195 0.227 0.076
H 1.66509 -0.73716 -3.09282 -0.694 0.355 0.432 0.092
H 0.01998 1.23235 -2.78723 -0.635 -0.486 -1.668 0.068
C -0.94905 0.47687 2.12491 -0.249 0.048 2.149 -0.122
C -0.65838 0.19609 3.66478 -1.851 -0.081 -1.926 -0.130
H -0.07962 0.87212 1.60577 -0.008 -0.179 0.007 0.046
H -1.32868 -0.43490 1.69534 0.174 -0.275 -0.507 0.044
H -1.74699 1.20796 2.05473 -0.118 0.164 -0.138 0.056
H -0.90041 0.97708 4.33840 -0.416 0.962 0.392 0.047
H -1.09053 -0.71222 4.04546 -0.987 -0.325 -0.128 0.056
H 0.31718 -0.03084 3.81438 3.414 -0.273 0.216 0.013
```
Positions in Å, forces in eV/Å.

The relative energy (zero: lowest compared OMol25 entry of this formula, charge and spin) comes out at 0.989 eV. Its frontier orbital gap is 12.05 eV. The total charge is 0. The HOMO energy is -11.0 eV. The multiplicity is 1.